The following is a DFT calculation (ωB97M-V with the def2-TZVPD basis set) of a structure of composition C5H6O2.

Properties
Lowest unoccupied orbital energy (eV): 0.84
Kohn-Sham gap (eV): 11.1
Maximum force (eV/A): 0.801
Energy relative to the best compared isomer or geometry (same formula, charge and spin) (kJ/mol): 156.3
DFT total energy (eV): -9375.4759
HOMO level (eV): -10.3

Geometry as ORCA input:
```
! wB97M-V def2-TZVPD RIJCOSX def2/J DEFGRID3
* xyz 0 1
C 0.547 1.640 0.458
C -0.069 0.311 0.126
C -0.079 -1.015 0.818
C 0.385 -0.883 -0.638
C -0.954 -0.830 -1.308
O -1.635 -1.536 -1.980
O -1.340 0.300 -0.612
H -0.083 2.213 1.147
H 0.719 2.276 -0.420
H 1.512 1.483 0.948
H -1.072 -1.418 0.996
H 0.686 -1.441 1.447
H 1.395 -1.116 -0.958
*
```